C17H25BBr36N3O | wB97M-V/def2-TZVPD

Geometry as XYZ:
```
83
Properties=species:S:1:pos:R:3:mulliken_charge:R:1
Br 0.70 -4.35 -3.79 0.1031
Br -3.93 -4.71 -0.71 0.0129
Br -7.00 -5.40 -0.19 -0.0180
Br 1.46 -1.70 -2.01 -0.0644
Br 0.16 0.61 -5.97 -0.0366
Br -1.99 4.90 2.81 -0.0906
Br -1.14 -6.94 -3.51 0.0006
Br -6.52 -2.67 2.84 -0.0061
Br -4.72 -6.97 1.39 -0.0123
Br -10.11 2.44 5.59 -0.0304
Br 5.16 -3.34 2.48 0.0610
Br 3.28 -5.25 -1.60 0.0475
Br -3.84 2.75 1.32 -0.0350
Br 5.99 -5.85 -0.04 -0.0244
Br -12.07 1.90 8.04 -0.0003
Br 8.53 -3.34 3.62 0.0116
Br 5.41 -0.28 3.29 -0.0204
Br -4.18 -0.78 3.87 0.0836
Br 10.02 -5.93 2.53 -0.0001
Br 4.09 -0.42 -3.27 0.0285
Br -10.84 -0.54 6.41 -0.0185
Br 1.58 -7.07 -5.17 -0.0252
Br 9.95 -3.28 0.77 0.0026
Br -6.97 1.02 6.87 0.0985
Br 2.60 -1.28 -6.74 0.0109
Br -3.60 -3.85 3.23 -0.0158
Br -5.81 6.10 -3.00 0.0041
Br 4.25 -1.87 -0.46 0.2016
Br -3.98 0.08 7.37 -0.0364
Br -3.75 5.73 -0.61 -0.0063
Br -3.29 2.48 4.41 -0.0182
Br 3.51 -2.21 4.96 -0.0159
Br -2.71 5.74 -3.64 -0.0120
Br 3.09 1.83 -6.23 -0.0113
Br -4.78 3.13 7.79 -0.0360
Br 6.06 -4.37 -2.86 -0.0143
O 3.70 5.14 -3.22 -0.5966
N 0.67 4.47 -2.45 0.0119
N 1.00 2.71 -0.89 0.0046
N -0.80 4.17 -0.66 0.0151
C 5.13 -2.08 3.93 -0.2875
C 0.10 -5.97 -4.63 -0.3849
C 5.15 -5.66 -1.76 -0.3848
C 2.49 2.94 -2.89 1.2511
C 9.02 -4.36 2.06 0.4418
C 1.86 0.49 -6.87 -0.3376
C 3.37 -1.83 -2.17 -0.2009
C -4.17 5.29 -2.44 -0.3303
C -5.20 -6.08 -0.25 -0.3276
C -11.46 1.28 6.33 -0.3163
C -2.57 3.06 2.74 -0.2543
C 0.30 3.76 -1.36 0.1177
C -5.37 1.30 7.91 -0.4224
C 1.28 3.63 -3.52 -0.9359
C -4.89 -2.57 3.85 -0.3348
C 1.95 2.02 -1.81 -0.8753
C 4.55 3.84 -1.20 -0.9534
B 3.59 4.00 -2.44 0.3440
H 5.23 -6.61 -2.27 0.4098
H 0.55 2.87 -3.77 0.4605
H -0.44 -5.69 -5.53 0.3485
H 2.92 2.31 -3.67 -0.7591
H 5.95 -2.31 4.58 0.2165
H 5.53 3.54 -1.54 0.3277
H 4.62 4.81 -0.72 0.3078
H -1.62 3.60 -0.54 0.0331
H 3.59 -2.77 -2.66 0.0702
H -5.13 -2.83 4.87 0.3350
H 1.48 1.14 -2.24 -0.1139
H 8.10 -4.69 1.60 -0.4447
H -0.80 5.12 -0.33 0.2022
H -0.12 5.02 -2.77 0.0960
H 2.77 1.64 -1.22 0.5751
H 4.16 3.15 -0.45 0.3315
H 3.36 5.89 -2.70 0.3162
H -5.61 1.10 8.94 0.3898
H -4.30 4.22 -2.49 0.3640
H -5.17 -6.82 -1.03 0.3315
H 1.39 2.90 0.02 0.3328
H -12.30 1.30 5.65 0.3493
H 1.52 4.20 -4.40 0.3699
H -1.70 2.45 2.52 0.3837
H 1.68 0.69 -7.91 0.4051
```

The total charge is +1. The energy above the lowest of the compared OMol25 structures with the same formula, charge and spin is 17.48 kcal/mol. The frontier orbital gap comes out at 0.3018 hartree. For the LUMO energy, the calculation gives -3.1867 eV.

***

C14H11N5OPdS | wB97M-V/def2-TZVPD

Geometry as XYZ:
```
33
Properties=species:S:1:pos:R:3:nbo_charge:R:1
Pd -0.35 0.11 0.07 0.7613
S 1.93 0.23 -0.06 -0.2571
O -2.35 0.07 0.05 -0.7397
N -0.26 2.08 0.16 -0.2876
N -0.38 -1.97 -0.01 -0.4179
N 0.31 -7.27 -0.06 -0.2551
N 0.96 2.75 0.17 -0.4189
N 3.22 2.52 0.18 -0.8055
C 0.04 -3.98 -1.22 -0.2016
C -0.19 -2.61 -1.16 0.0735
C -4.96 3.27 0.14 -0.2895
C -4.52 0.90 0.14 -0.2899
C -0.31 -2.65 1.13 0.0708
C -1.29 2.83 0.03 0.1321
C -5.41 1.94 0.17 -0.1620
C -2.67 2.45 0.06 -0.1972
C -3.12 1.11 0.08 0.3855
C -0.08 -4.02 1.17 -0.1927
C 1.98 1.97 0.13 0.2800
C -3.61 3.50 0.07 -0.1454
C 0.08 -4.69 -0.03 -0.1056
C 0.22 -6.13 -0.05 0.2575
H -1.07 3.89 -0.08 0.2036
H -5.66 4.10 0.16 0.2141
H -0.26 -2.02 -2.06 0.2301
H -0.47 -2.09 2.04 0.2298
H -4.86 -0.13 0.16 0.2176
H -0.05 -4.54 2.11 0.2443
H 0.17 -4.47 -2.17 0.2459
H -6.47 1.74 0.22 0.2104
H 3.31 3.50 0.36 0.4034
H 4.03 1.93 0.22 0.4010
H -3.24 4.52 0.04 0.2047
```

The total charge is 0. The energy above the lowest of the compared OMol25 structures with the same formula, charge and spin is 5.34 kcal/mol. The frontier orbital gap comes out at 0.2436 hartree. For the LUMO energy, the calculation gives -0.9782 eV.

***

| no. | HOMO energy (eV) | electronic energy (eV) |
| --- | --- | --- |
| 1 | -11.400 | -2546749.7723 |
| 2 | -7.606 | -38509.9902 |